C26H14BrN4O8W | ωB97M-V with the def2-TZVPD basis set

For the LUMO energy (alpha / beta), the calculation gives -5.70 / -5.66 eV. As for the molar mass: 774.16 u. The largest force on an atom comes out at 1.669 eV/Å. The gap between HOMO and LUMO (alpha / beta) comes out at 0.1561 / 0.1567 Ha. Its HOMO energy (alpha / beta) is -9.9 / -9.9 eV. As for the total charge: +1. Its spin multiplicity is 1.

Last column: Mulliken charge in e.
Positions of all 54 atoms, in Å:
W 0.22014 0.45244 -0.63059  1.997
O 7.05422 1.84338 -1.90371  -0.672
C 6.23511 2.68097 -1.50163  0.306
O 6.29454 3.89860 -1.27492  -0.668
C 4.84731 2.12279 -1.29613  0.343
C 4.64825 0.86293 -0.73885  -0.899
C 3.38090 0.38622 -0.49944  -0.060
N 2.28296 1.10054 -0.82687  -0.072
C 2.47293 2.32133 -1.37513  0.884
C 3.69901 2.86722 -1.60266  -0.812
C 1.21639 3.02990 -1.66303  0.059
O 1.06045 4.08706 -2.15784  -0.496
O 0.13181 2.24294 -1.23323  -0.799
H 5.51418 0.25472 -0.51050  0.485
H 3.21586 -0.57678 -0.04628  0.614
H 3.78845 3.87357 -1.99235  0.584
O -5.16643 1.79361 4.55399  -0.549
N -4.10331 1.23928 4.45291  0.974
O -3.50631 0.66796 5.34034  -0.561
C -3.49230 1.18166 3.09971  0.144
C -4.33905 1.21264 2.06108  -0.908
C -3.83780 1.07940 0.72108  0.839
C -4.65175 1.11577 -0.43470  -0.607
C -4.08142 0.98498 -1.67003  -1.021
C -2.69939 0.77428 -1.76371  -0.159
N -1.93283 0.71709 -0.68950  0.184
C -2.48353 0.90554 0.53342  -0.125
C -1.58269 0.94960 1.65895  0.282
N -0.25525 0.86794 1.37003  -0.428
C 0.63426 0.93065 2.34675  -0.091
C 0.24217 1.08789 3.67960  -1.041
C -1.08762 1.15724 3.98469  -0.468
C -2.05935 1.07663 2.95101  0.352
H -5.39952 1.32568 2.24360  0.575
H -5.72116 1.25527 -0.33300  0.508
H -4.67197 1.02790 -2.57373  0.444
H -2.20897 0.63942 -2.71847  0.551
H 1.67476 0.86610 2.05737  0.536
H 0.99596 1.14986 4.45123  0.458
H -1.40105 1.27157 5.01094  0.588
Br -1.68266 -2.66033 0.12684  -0.054
C -0.48374 -3.79604 -0.83198  0.228
C -0.78288 -5.13687 -0.91053  -0.675
C 0.04993 -5.95788 -1.66686  -0.502
C 1.13742 -5.43561 -2.34814  -0.745
C 1.42052 -4.07822 -2.27429  -0.273
C 0.61794 -3.25906 -1.49868  0.262
C 0.85429 -1.81531 -1.36510  0.979
O 1.12671 -1.31993 -0.18626  -0.641
O 0.59415 -0.96973 -2.25169  -0.603
H -1.64765 -5.53892 -0.40238  0.425
H -0.16723 -7.01624 -1.72440  0.405
H 1.76766 -6.08212 -2.94343  0.423
H 2.26760 -3.65951 -2.80351  0.497


C16H32CaO7S | ωB97M-V with the def2-TZVPD basis set

For the LUMO energy, the calculation gives -4.36 eV. As for the molar mass: 408.57 u. The largest force on an atom comes out at 0.326 eV/Å. The gap between HOMO and LUMO comes out at 0.4070 Ha. Its HOMO energy is -15.4 eV. As for the total charge: +2. Its spin multiplicity is 1.

Last column: Mulliken charge in e.
Positions of all 57 atoms, in Å:
Ca 0.10253 -0.70001 -0.25549  2.340
C 2.96257 0.63315 -0.89476  -0.801
C 2.15123 1.43351 -1.89610  -0.790
O 0.84230 0.85593 -1.94797  -0.226
C -0.11922 1.53848 -2.76779  -0.789
C -1.42826 1.57639 -2.00222  -0.747
O -1.77476 0.29440 -1.46599  -0.278
C -2.34482 -0.63511 -2.39976  -0.682
C -2.66913 -1.88801 -1.62989  -0.569
O -1.44843 -2.40202 -1.07495  -0.399
C -1.63746 -3.35721 -0.02729  -0.566
C -2.06702 -2.70119 1.28403  -0.818
O -1.30644 -1.50160 1.44852  0.134
C -1.55886 -0.69933 2.60664  -0.748
C -1.37675 0.75224 2.20069  -0.799
O -0.17206 0.96779 1.44767  -0.212
C 1.02930 1.19745 2.19731  -0.662
C 2.10992 1.53585 1.19719  -0.612
O 2.24723 0.41078 0.32113  0.023
H 3.91418 1.13426 -0.69916  0.453
H 3.18139 -0.36279 -1.28273  0.257
H 2.63196 1.38373 -2.87618  0.437
H 2.06449 2.48463 -1.60773  0.513
H -0.19567 1.01938 -3.72493  0.309
H 0.20839 2.56210 -2.96093  0.522
H -2.23869 1.95056 -2.63228  0.561
H -1.33414 2.23030 -1.13488  0.240
H -1.64118 -0.84350 -3.21127  0.374
H -3.25995 -0.21690 -2.82605  0.433
H -3.11165 -2.63556 -2.29200  0.436
H -3.37638 -1.65435 -0.83039  0.301
H -0.68029 -3.86191 0.07489  0.070
H -2.39188 -4.09076 -0.32268  0.529
H -1.87502 -3.39256 2.10960  0.445
H -3.13059 -2.44850 1.29499  0.499
H -0.88046 -1.00672 3.40666  0.326
H -2.58619 -0.84023 2.95172  0.484
H -1.38818 1.40384 3.07709  0.541
H -2.18315 1.05512 1.53285  0.260
H 1.28917 0.30873 2.78164  0.309
H 0.87915 2.03668 2.88081  0.479
H 3.05554 1.72561 1.71097  0.435
H 1.82491 2.42939 0.63636  0.320
O 1.46079 -2.44539 0.34077  -1.054
S 2.04289 -2.73974 1.72811  0.607
C 1.98906 -4.53291 1.90383  -0.820
C 3.18396 -5.07024 1.12893  -0.551
C 4.34658 -4.18056 1.55473  -0.748
C 3.84961 -2.73376 1.48160  -0.477
H 1.00483 -4.86315 1.57456  0.338
H 2.08066 -4.73172 2.97507  0.465
H 3.00150 -4.99268 0.05571  0.229
H 3.35794 -6.11921 1.36309  0.435
H 5.22620 -4.30817 0.92604  0.358
H 4.64155 -4.41839 2.57796  0.308
H 3.95120 -2.30450 0.48412  0.092
H 4.30802 -2.06184 2.20447  0.487


C52H48IrN7O2S5 | ωB97M-V with the def2-TZVPD basis set

For the LUMO energy (alpha / beta), the calculation gives -4.31 / -5.99 eV. As for the molar mass: 1155.55 u. The largest force on an atom comes out at 1.212 eV/Å. The gap between HOMO and LUMO (alpha / beta) comes out at 0.2813 / 0.2452 Ha. Its HOMO energy (alpha / beta) is -12.0 / -12.7 eV. Its expectation value of S² is 6.02. As for the total charge: +2. Its spin multiplicity is 5.

Last column: Mulliken charge in e.
Positions of all 115 atoms, in Å:
Ir -0.40147 -0.09128 0.78601  2.242
O 1.82653 0.01852 1.66891  0.871
N 1.98873 0.20522 2.95571  0.147
C 3.24723 0.30062 3.42281  -0.166
C 3.50683 0.55052 4.74451  -1.368
C 2.43993 0.68032 5.63381  -0.545
C 1.16123 0.54112 5.15361  -0.974
C 0.92523 0.31112 3.79341  0.549
S -0.69187 0.21332 3.23011  -0.525
H 4.01423 0.17202 2.67561  0.703
H 4.52333 0.63512 5.08771  0.579
H 2.61383 0.88032 6.67771  0.477
H 0.30133 0.59352 5.80141  0.533
N 0.13923 1.61752 -0.19249  -1.299
S 1.51743 2.17642 -0.13289  1.430
N 2.78483 1.24272 -0.59999  -0.044
S 2.60753 -0.10578 -1.36549  0.726
N 2.67073 -1.46658 -0.62789  -0.143
S 1.59983 -2.43918 0.13381  1.025
N 0.19933 -2.02168 0.40951  -0.925
C 1.55253 -3.85108 -0.98629  0.646
C 2.72443 -4.41878 -1.45319  -0.636
C 2.64393 -5.50368 -2.31459  -0.900
C 1.40413 -6.00498 -2.68639  -0.543
C 0.23823 -5.42058 -2.21679  -0.986
C 0.30953 -4.33648 -1.35769  -0.263
C 2.43823 -3.01258 1.61241  -0.329
C 1.66473 -3.78578 2.46361  -0.574
C 2.23183 -4.27318 3.62901  -0.922
C 3.54413 -3.94798 3.94191  -0.555
C 4.29793 -3.15928 3.08201  -0.744
C 3.75363 -2.69798 1.89251  -0.112
C 4.09573 -0.22018 -2.35189  0.389
C 5.00953 0.81792 -2.39039  -0.199
C 6.15413 0.68362 -3.15849  -0.810
C 6.37393 -0.48148 -3.87699  -0.614
C 5.45013 -1.51568 -3.83449  -0.823
C 4.30163 -1.38808 -3.07189  -0.639
C 1.25983 0.04842 -2.55519  0.964
C 1.34553 1.12662 -3.42049  -0.561
C 0.36633 1.29592 -4.38339  -0.891
C -0.67767 0.38642 -4.47719  -0.809
C -0.75437 -0.68378 -3.59949  -0.896
C 0.21993 -0.85798 -2.62779  0.028
C 2.02723 2.91042 1.43661  0.138
C 1.02923 3.47322 2.21411  -0.514
C 1.36903 4.13812 3.38061  -0.924
C 2.69943 4.23532 3.75821  -0.650
C 3.68983 3.66212 2.97591  -0.869
C 3.35583 2.99162 1.80811  0.160
C 1.58853 3.57832 -1.26669  0.203
C 0.39133 4.04432 -1.78139  -0.288
C 0.39413 5.14042 -2.62759  -0.864
C 1.59273 5.75622 -2.95339  -0.584
C 2.78903 5.27372 -2.44349  -0.941
C 2.79093 4.18262 -1.58769  -0.363
H 3.67853 -4.01958 -1.14319  0.548
H 3.54373 -5.97368 -2.68269  0.461
H 1.34493 -6.85418 -3.34909  0.441
H -0.72467 -5.81458 -2.50519  0.483
H -0.57817 -3.86498 -0.96109  0.529
H 0.63353 -3.98008 2.20991  0.536
H 1.64983 -4.90118 4.28761  0.469
H 3.98533 -4.31818 4.85581  0.460
H 5.32183 -2.92048 3.32501  0.493
H 4.32543 -2.11438 1.18541  0.565
H 4.81363 1.70372 -1.80849  0.279
H 6.87313 1.48612 -3.18929  0.475
H 7.27643 -0.58968 -4.45719  0.431
H 5.62413 -2.42458 -4.38899  0.463
H 3.57373 -2.18348 -3.01689  0.535
H 2.17473 1.81242 -3.33729  0.558
H 0.42813 2.13052 -5.06369  0.524
H -1.42287 0.50572 -5.24849  0.470
H -1.56137 -1.39628 -3.66919  0.641
H 0.16683 -1.68628 -1.94069  0.436
H 0.00163 3.39082 1.89531  0.494
H 0.59543 4.59922 3.97381  0.501
H 2.96813 4.77352 4.65341  0.471
H 4.72733 3.76062 3.25961  0.500
H 4.11483 2.52952 1.19701  0.528
H -0.52057 3.53962 -1.50629  0.466
H -0.53537 5.51482 -3.02679  0.504
H 1.59543 6.62012 -3.60059  0.454
H 3.71883 5.75352 -2.70879  0.474
H 3.71313 3.81002 -1.17029  0.316
C -7.99067 1.30062 2.21171  -1.387
C -6.68677 0.51782 2.26891  0.046
C -5.57487 1.24832 1.50891  -1.001
N -4.44857 0.37662 1.23741  0.173
C -3.93767 0.03952 0.06401  -0.288
S -2.58167 -0.99768 -0.06369  -0.004
N -4.44957 0.47662 -1.11299  0.123
C -5.77947 0.58992 -1.61069  -0.139
O -5.97087 1.35632 -2.51689  -0.562
C -6.78797 -0.32678 -1.06119  0.994
C -8.12597 0.00962 -1.27909  -0.718
C -9.13307 -0.83768 -0.86389  -0.525
C -8.81307 -2.03348 -0.23919  -0.464
C -7.48627 -2.39378 -0.05589  -0.625
C -6.47047 -1.54828 -0.46469  -0.318
H -8.78967 0.73152 2.67571  0.360
H -8.26507 1.49252 1.17881  0.301
H -7.90307 2.25052 2.72971  0.397
H -6.83997 -0.46368 1.82091  0.089
H -6.38987 0.36992 3.30701  0.515
H -5.21547 2.09552 2.10031  0.539
H -5.96377 1.63402 0.56711  0.314
H -3.98107 -0.00798 2.04951  0.243
H -3.76497 0.56332 -1.85549  0.151
H -8.34467 0.93792 -1.78369  0.476
H -10.16387 -0.57338 -1.03919  0.450
H -9.59957 -2.69658 0.08541  0.442
H -7.24577 -3.34338 0.39781  0.456
H -5.44107 -1.85598 -0.35309  0.435


C20H17NO2 | ωB97M-V with the def2-TZVPD basis set

For the LUMO energy, the calculation gives -0.30 eV. As for the molar mass: 303.36 u. The largest force on an atom comes out at 4.907 eV/Å. The structure (SMILES) is CCO[C@@H]1OC(c2ccccc2)=Cc2nc3ccccc3cc21. The gap between HOMO and LUMO comes out at 0.2769 Ha. Its HOMO energy is -7.8 eV. Its spin multiplicity is 1.

Last column: Mulliken charge in e.
Positions of all 40 atoms, in Å:
C 3.67149 -1.49208 2.53608  -1.409
C 3.26881 -0.51250 1.54252  -0.077
O 1.85058 -0.38612 1.64355  -0.381
C 1.26395 0.32781 0.46778  -0.131
O 0.37806 1.32039 0.82110  -0.389
C -0.78638 1.74949 0.22240  0.461
C -1.41632 3.07385 0.60599  0.471
C -0.84566 4.03793 1.46071  -0.098
C -1.48478 5.22298 1.79564  -0.624
C -2.74470 5.50445 1.24745  -0.354
C -3.44002 4.55621 0.46117  -0.720
C -2.66779 3.40881 0.02381  -0.386
C -1.20741 1.01563 -0.87387  -0.770
C -0.54248 -0.27647 -1.11004  0.419
N -1.33240 -1.21823 -1.75792  -0.662
C -0.83255 -2.42687 -1.90950  -0.071
C -1.62627 -3.34503 -2.58675  -0.202
C -1.15070 -4.68265 -2.76852  -0.441
C 0.10910 -5.03906 -2.38918  -0.513
C 0.92159 -4.17318 -1.69670  -0.535
C 0.45258 -2.87188 -1.48249  0.630
C 1.14787 -1.99553 -0.66246  -0.409
C 0.59737 -0.67649 -0.49260  0.800
H 3.34593 -2.46614 2.16441  0.309
H 3.18284 -1.36074 3.46604  0.329
H 4.74762 -1.56129 2.74970  0.382
H 3.47294 -0.79617 0.53447  0.430
H 3.69373 0.44639 1.86147  0.299
H 2.05986 0.94213 -0.00813  0.184
H 0.10934 3.76176 1.85662  0.447
H -1.04053 5.91840 2.47143  0.389
H -3.14791 6.43295 1.57385  0.370
H -4.50193 4.82249 0.19533  0.305
H -3.24162 2.71702 -0.63699  0.171
H -2.06818 1.31100 -1.50614  0.249
H -2.66612 -3.12227 -2.85004  0.382
H -2.00765 -5.33446 -3.02308  0.298
H 0.46593 -6.07377 -2.38235  0.323
H 1.91924 -4.43847 -1.34716  0.374
H 2.09256 -2.32028 -0.21762  0.149


C16H26LuN6O6 | ωB97M-V with the def2-TZVPD basis set

For the LUMO energy (alpha / beta), the calculation gives -6.24 / -6.24 eV. As for the molar mass: 573.39 u. The largest force on an atom comes out at 4.151 eV/Å. The gap between HOMO and LUMO (alpha / beta) comes out at 0.1604 / 0.1608 Ha. Its HOMO energy (alpha / beta) is -10.6 / -10.6 eV. As for the total charge: +1. Its spin multiplicity is 1.

Last column: Mulliken charge in e.
Positions of all 55 atoms, in Å:
O -0.26912 -1.42028 -3.86070  -0.656
H -0.62782 -1.90731 -4.62983  0.073
Lu -0.48049 0.03412 -1.04936  1.243
N 1.08485 -1.59138 -1.48601  0.775
N -1.01395 -2.12624 -0.45970  0.702
N 0.14793 2.19848 -0.97349  0.282
N -1.82236 1.10980 0.43094  0.201
O 2.15042 -1.08799 -1.93307  -0.529
O 1.21030 2.84073 -1.63974  -0.530
O -2.70775 0.45368 1.29537  -0.436
O -2.12329 -2.16428 0.22509  -0.705
C -0.46824 -3.21743 -1.08070  0.135
C 0.75601 -2.90442 -1.69873  0.328
C -0.56771 3.01979 -0.19480  0.523
C -1.67000 2.42898 0.57173  0.268
C 1.56995 -3.76071 -2.58625  -1.335
H 1.54949 -3.33841 -3.60321  0.293
H 1.16706 -4.78317 -2.61847  0.409
H 2.61839 -3.81507 -2.25721  0.309
C -1.16425 -4.52070 -1.20145  -1.374
H -2.12967 -4.40172 -1.70976  0.321
H -1.36062 -4.97213 -0.22116  0.334
H -0.54041 -5.20473 -1.78774  0.386
C -0.10117 4.41577 0.01327  -1.443
C -2.45184 3.28143 1.51466  -1.427
H 0.59176 4.63333 -0.80855  0.491
H 0.47847 4.50355 0.94940  0.304
H -0.92352 5.14381 0.04862  0.374
H -3.05982 2.64676 2.16770  0.426
H -3.11246 3.95640 0.94752  0.370
H -1.79101 3.90743 2.13150  0.314
H 1.74066 2.14282 -2.09721  0.365
H -2.69648 -0.51314 0.98641  0.478
C -2.06163 0.15725 -2.56720  -1.176
H -1.49545 -0.35282 -3.41939  0.290
H -2.37995 1.17263 -2.77645  0.352
H -2.91090 -0.48725 -2.34053  0.346
O 1.32420 0.66863 -4.33221  -0.681
H 1.07202 -0.30559 -4.37341  0.377
H 0.45027 1.07893 -4.36027  0.300
N 1.82989 -1.67239 2.82579  0.017
C 1.25500 -1.58940 1.59573  -0.635
N 0.80617 -0.36286 1.35018  0.141
C 1.07515 0.40582 2.50290  0.073
C 0.79261 1.71795 2.89524  0.271
C 1.15652 2.15772 4.18218  -0.887
C 1.82972 1.30372 5.07778  -0.406
C 2.12431 -0.01621 4.68983  -1.037
C 1.73013 -0.42463 3.42563  0.462
H 2.25809 -2.48245 3.25692  0.248
H 1.18219 -2.43886 0.94347  0.415
H 0.28247 2.34682 2.15722  0.111
H 0.92424 3.18116 4.48918  0.406
H 2.11867 1.68395 6.06223  0.390
H 2.65295 -0.72988 5.33013  0.356


C5H12OP | ωB97M-V with the def2-TZVPD basis set

For the LUMO energy (alpha / beta), the calculation gives -3.05 / -5.58 eV. As for the molar mass: 119.12 u. The largest force on an atom comes out at 4.333 eV/Å. The gap between HOMO and LUMO (alpha / beta) comes out at 0.4065 / 0.2182 Ha. Its HOMO energy (alpha / beta) is -14.1 / -11.5 eV. As for the total charge: +1. Its spin multiplicity is 1.

Last column: Mulliken charge in e.
Positions of all 19 atoms, in Å:
C 2.77383 -2.24901 -1.87753  0.021
C -1.06559 -0.80961 -0.95584  -1.280
C -1.75705 0.70873 1.58074  -1.237
C 0.03903 1.91145 -0.37345  -1.183
C 0.99507 -0.35960 1.00336  -1.027
O 2.00063 -1.63764 -1.25248  -0.283
P -0.45052 0.28580 0.34392  1.287
H 3.96267 -2.34611 -1.87934  0.237
H -0.27557 -0.94602 -1.55670  0.404
H -2.01016 -0.48509 -1.40078  0.360
H -1.36236 -1.71301 -0.63688  0.462
H -1.94736 -0.20223 2.09327  0.391
H -2.51588 1.26144 1.08692  0.414
H -1.43892 1.39138 2.23673  0.460
H 0.85869 1.58092 -0.99152  0.384
H 0.41287 2.54214 0.48480  0.376
H -0.86759 2.41867 -0.60669  0.421
H 1.25503 -1.37261 0.84093  0.369
H 1.39318 0.02040 1.86053  0.426


Which value of spin multiplicity does entry 5 give? 1


Look up the spin multiplicity of the first one. 1


Among the records above, which one has the highest spin multiplicity? C52H48IrN7O2S5